DFT (wB97M-V/def2-TZVPD) results for a structure of composition C38H32NNiO8.

LUMO energy (spin up / spin down) = 1.7 / 1.7 eV
spin multiplicity = 3
F_max = 0.01941 Eh/bohr
Kohn-Sham gap (spin up / spin down) = 6.956 / 6.968 eV
charge = -1
E = -98842.7646 eV
highest occupied orbital energy (spin up / spin down) = -5.222 / -5.307 eV

Positions of all 80 atoms, in Å:
Ni 0.40849 -1.93938 0.94979
O -2.29181 -4.18887 -2.02426
C -1.43293 -3.58084 -1.19318
O -1.62529 -2.46951 -0.78314
C -0.28326 -4.41071 -0.78902
C -0.04545 -5.66287 -1.33147
C 1.03975 -6.39114 -0.87867
C 1.83492 -5.85134 0.11627
C 1.52703 -4.59686 0.61587
N 0.50266 -3.87640 0.16352
C 2.30367 -3.96301 1.77967
O 3.19925 -4.63841 2.28000
O 1.89255 -2.81593 2.10810
H -2.99046 -3.55118 -2.22238
H -0.71265 -6.04134 -2.09245
H 1.25523 -7.37202 -1.28166
H 2.68691 -6.37506 0.52591
C -2.29924 2.56810 -2.38421
C -1.44725 2.78595 -1.13256
C -1.41905 4.25906 -0.74283
O -0.14067 2.31016 -1.39004
C 0.23614 1.42582 -0.32735
C -1.11604 0.91310 0.18138
O -1.96027 2.04630 -0.04786
C -1.20771 0.45836 1.67933
O -0.81903 -0.85436 1.82405
C -0.37950 1.41691 2.54345
C -0.76529 2.74835 2.69056
C 0.00222 3.62594 3.44138
C 1.16175 3.18072 4.06196
C 1.54493 1.85459 3.92200
C 0.77834 0.97442 3.16922
C -2.68285 0.46863 2.13450
C -3.70567 0.11439 1.26147
C -5.01304 -0.00965 1.70816
C -5.32450 0.20625 3.04253
C -4.30952 0.54163 3.92641
C -3.00304 0.66546 3.47603
C 1.31026 0.38069 -0.73671
O 1.51577 -0.41834 0.36872
C 2.58576 1.21321 -1.00150
C 2.76015 1.93719 -2.17723
C 3.89912 2.70721 -2.36426
C 4.87468 2.76109 -1.37917
C 4.70464 2.04120 -0.20497
C 3.56415 1.27239 -0.01699
C 1.06660 -0.43044 -2.01984
C 0.15014 -0.12123 -3.01883
C 0.01837 -0.93520 -4.13825
C 0.81304 -2.05990 -4.28632
C 1.76246 -2.35400 -3.31420
C 1.88468 -1.54872 -2.19455
H -1.76594 2.94470 -3.25777
H -3.25209 3.08813 -2.28495
H -2.49280 1.50184 -2.50962
H -1.08125 4.85936 -1.58787
H -0.73981 4.40072 0.09809
H -2.42121 4.57130 -0.44712
H 0.70975 2.00859 0.46768
H -1.43029 0.06966 -0.43787
H -1.66699 3.09595 2.20214
H -0.30572 4.66043 3.54535
H 1.76405 3.86663 4.64611
H 2.45185 1.50106 4.39857
H 1.07690 -0.05423 3.03056
H -3.48049 -0.07295 0.21899
H -5.79813 -0.27850 1.01013
H -6.34474 0.10598 3.39357
H -4.53239 0.70800 4.97407
H -2.21810 0.90809 4.17907
H 1.99793 1.90111 -2.94543
H 4.02894 3.27043 -3.28157
H 5.76458 3.36217 -1.52649
H 5.46375 2.08159 0.56740
H 3.40736 0.69394 0.88394
H -0.45400 0.76784 -2.92607
H -0.70717 -0.68365 -4.90463
H 0.69490 -2.70526 -5.14954
H 2.40627 -3.21996 -3.42547
H 2.61565 -1.77339 -1.42767